The following is a quantum chemistry calculation of a structure of composition C33H73BFO28PSi2, from the Open Molecules 2025 dataset.

Calculated values
spin multiplicity = 1

Positions of all 139 atoms, in Å:
C -3.061 3.001 3.000
B -3.799 1.618 2.940
O -3.793 0.757 4.020
Si -4.735 1.067 1.221
F -5.578 2.322 0.655
O -5.742 -0.226 1.360
Si -6.719 -0.636 2.629
P -7.052 1.318 3.782
O -7.057 0.716 5.323
O -8.668 1.591 3.563
H -3.491 3.623 3.791
H -1.991 2.876 3.218
H -3.118 3.562 2.064
H -2.934 0.563 4.404
H -3.770 0.728 0.149
H -7.905 -1.346 2.110
H -5.988 -1.511 3.582
H -6.618 -0.144 5.348
H -8.801 2.514 3.339
C -8.629 -5.824 2.794
C -8.031 -5.697 4.177
O -7.778 -4.324 4.531
C -8.843 -3.634 4.939
O -9.963 -4.057 5.063
O -8.451 -2.386 5.197
C -9.494 -1.491 5.612
H -7.998 -5.323 2.059
H -8.709 -6.878 2.525
H -9.623 -5.381 2.760
H -7.055 -6.176 4.230
H -8.674 -6.153 4.929
H -10.058 -1.891 6.452
H -10.172 -1.294 4.782
H -8.980 -0.579 5.894
C -2.964 -6.475 6.209
C -4.464 -6.514 6.395
O -5.026 -7.778 5.991
C -4.905 -8.764 6.879
O -4.403 -8.682 7.970
O -5.449 -9.863 6.356
C -5.373 -11.020 7.197
H -2.701 -6.729 5.182
H -2.594 -5.472 6.426
H -2.473 -7.178 6.879
H -4.959 -5.785 5.755
H -4.742 -6.307 7.428
H -5.778 -10.804 8.183
H -4.340 -11.349 7.295
H -5.966 -11.779 6.697
C 2.380 6.482 1.405
C 1.067 7.028 1.917
O 0.327 5.956 2.539
C 0.691 5.657 3.783
O 1.483 6.255 4.463
O 0.035 4.551 4.148
C 0.358 4.078 5.461
H 2.168 5.625 0.764
H 2.933 7.224 0.829
H 3.006 6.157 2.235
H 0.428 7.366 1.104
H 1.200 7.849 2.620
H 0.246 4.873 6.194
H 1.379 3.700 5.486
H -0.348 3.276 5.661
C 6.135 0.088 1.572
C 6.129 1.596 1.676
O 5.020 2.172 0.953
C 3.846 2.139 1.581
O 3.638 1.708 2.686
O 2.930 2.673 0.771
C 1.605 2.695 1.316
H 6.127 -0.222 0.527
H 7.035 -0.308 2.043
H 5.267 -0.338 2.072
H 7.007 2.029 1.202
H 6.088 1.929 2.712
H 1.600 3.174 2.293
H 1.214 1.681 1.400
H 1.000 3.271 0.623
C 7.466 -0.251 -5.597
C 6.949 1.121 -5.969
O 5.726 1.431 -5.273
C 5.873 1.838 -4.011
O 6.917 1.996 -3.432
O 4.660 2.059 -3.508
C 4.653 2.495 -2.138
H 6.695 -1.003 -5.768
H 8.331 -0.498 -6.213
H 7.764 -0.286 -4.550
H 6.686 1.151 -7.025
H 7.695 1.891 -5.775
H 5.305 3.356 -2.009
H 4.973 1.691 -1.481
H 3.624 2.762 -1.921
C 6.325 -3.292 -11.618
C 5.794 -1.911 -11.925
O 4.561 -1.647 -11.226
C 4.693 -1.299 -9.949
O 5.732 -1.163 -9.352
O 3.477 -1.116 -9.437
C 3.468 -0.776 -8.047
H 5.568 -4.047 -11.832
H 7.201 -3.495 -12.236
H 6.614 -3.372 -10.572
H 5.530 -1.811 -12.976
H 6.519 -1.138 -11.672
H 4.122 0.071 -7.849
H 3.786 -1.628 -7.448
H 2.441 -0.520 -7.806
C 3.239 4.373 -6.075
C 4.326 4.973 -5.212
O 4.863 6.179 -5.788
C 4.132 7.274 -5.597
O 3.107 7.348 -4.969
O 4.736 8.292 -6.213
C 4.045 9.541 -6.111
H 3.606 4.216 -7.090
H 2.937 3.412 -5.659
H 2.371 5.029 -6.117
H 5.177 4.298 -5.151
H 3.967 5.178 -4.204
H 3.829 9.775 -5.071
H 3.113 9.506 -6.674
H 4.716 10.279 -6.538
C -1.980 -3.736 -0.990
C -0.730 -2.902 -1.150
O -0.641 -1.878 -0.138
C -0.202 -2.287 1.049
O 0.151 -3.401 1.338
O -0.209 -1.239 1.876
C 0.215 -1.534 3.212
H -2.864 -3.098 -0.978
H -2.066 -4.433 -1.824
H -1.948 -4.308 -0.064
H -0.738 -2.350 -2.087
H 0.169 -3.517 -1.114
H 1.179 -2.038 3.207
H -0.521 -2.161 3.713
H 0.298 -0.571 3.709

Force components x, y, z for each atom (eV/Å):
0.33 -0.12 -0.33
-0.18 0.34 0.17
0.02 -0.68 -0.69
0.10 0.01 -0.07
-0.03 -0.06 0.01
-0.09 0.06 0.10
0.08 -0.21 0.09
-0.07 0.20 0.02
0.20 -0.03 -0.09
0.08 -0.29 -0.09
0.03 -0.08 0.03
-0.06 0.06 0.13
-0.04 0.00 0.09
-0.02 0.48 0.43
-0.01 0.02 0.02
-0.03 0.10 0.02
-0.02 -0.03 -0.07
-0.10 -0.05 0.17
-0.08 0.16 0.05
-0.01 0.15 -0.01
0.04 -0.25 0.02
-0.01 0.02 0.00
-0.03 -0.02 -0.02
0.03 0.02 -0.01
0.05 0.04 0.02
-0.07 0.17 0.02
0.02 -0.04 -0.01
0.00 0.00 0.00
-0.01 -0.02 0.01
0.02 0.04 -0.01
-0.03 0.08 0.01
0.06 -0.13 -0.02
0.00 -0.03 -0.01
-0.08 0.04 -0.01
0.00 -0.15 -0.03
-0.03 0.24 0.01
0.01 -0.03 0.01
-0.01 0.01 0.03
0.00 -0.01 -0.04
0.01 0.01 0.00
-0.03 0.00 -0.01
0.00 0.05 -0.01
0.00 0.00 0.00
0.00 0.02 0.02
0.00 -0.03 -0.02
0.00 -0.09 0.01
0.00 0.00 0.00
0.00 0.01 0.01
0.01 -0.01 0.00
0.00 -0.09 -0.03
0.06 0.07 -0.06
-0.13 0.08 0.07
0.10 -0.05 -0.07
-0.04 -0.01 -0.01
-0.01 0.01 0.04
-0.04 0.00 0.01
0.15 0.01 -0.06
-0.07 0.04 0.00
0.01 0.00 0.00
-0.02 -0.05 0.00
0.00 -0.08 0.08
0.01 0.00 0.00
0.00 0.02 0.00
0.01 0.00 0.01
-0.08 -0.01 -0.04
0.11 0.03 0.03
-0.02 0.00 0.08
-0.02 0.00 -0.01
0.01 0.01 -0.02
0.04 0.00 0.03
-0.16 0.04 0.05
0.04 0.00 0.00
0.00 0.00 0.00
0.01 0.00 0.02
-0.02 0.00 -0.03
-0.05 -0.02 0.00
0.00 -0.03 0.00
0.01 0.00 0.02
0.04 -0.01 -0.04
-0.08 -0.02 0.11
0.21 -0.17 -0.21
0.02 0.07 -0.01
-0.03 0.00 -0.03
-0.03 -0.02 0.00
0.01 0.02 0.01
-0.08 0.04 -0.06
0.03 -0.01 -0.06
-0.01 0.00 -0.01
0.02 0.03 -0.01
-0.10 0.03 0.03
-0.09 0.05 0.11
0.02 -0.02 0.02
0.04 0.00 -0.03
0.00 -0.02 0.02
-0.06 -0.02 0.06
0.07 0.04 -0.09
0.00 0.00 0.03
0.02 0.02 0.00
-0.01 -0.01 0.01
0.02 -0.01 -0.01
-0.04 0.04 0.13
0.02 0.00 -0.03
0.00 0.00 0.00
0.02 0.01 -0.01
-0.03 -0.01 0.01
-0.01 -0.01 0.04
0.01 -0.01 -0.01
0.04 0.01 -0.01
-0.01 -0.01 -0.06
-0.02 0.11 -0.05
0.00 -0.24 0.04
-0.03 0.04 0.01
0.00 0.01 0.03
0.02 -0.01 -0.03
-0.01 -0.02 0.00
0.03 0.01 0.00
0.01 -0.05 0.01
0.01 -0.01 -0.01
-0.01 -0.02 0.03
0.05 0.08 -0.01
0.00 0.07 -0.02
0.00 0.00 0.00
-0.01 -0.01 0.02
-0.01 0.00 -0.01
-0.03 0.04 0.08
0.04 -0.04 -0.12
0.02 -0.01 0.05
-0.02 -0.03 -0.05
-0.02 0.04 0.01
-0.01 0.06 0.05
0.02 0.04 -0.03
0.00 -0.01 -0.03
0.00 0.00 0.00
0.01 -0.01 -0.01
-0.02 0.03 0.02
-0.01 0.00 0.05
-0.01 0.00 0.01
0.01 -0.03 -0.01
0.01 0.00 0.01

---

The following is a quantum chemistry calculation of a cluster of 6 separate species, C33H74Br2N7O8 in total at a distorted geometry, from the Open Molecules 2025 dataset.

Calculated values
charge = +1
spin multiplicity = 1

Positions of all 124 atoms, in Å:
C 6.374 3.983 4.924
C 6.694 2.512 4.687
N 5.477 1.623 4.800
C 5.091 1.057 3.576
C 5.905 0.042 3.071
N 5.594 -0.531 1.902
Br 6.689 -1.899 1.278
C 4.528 -0.166 1.183
C 3.653 0.826 1.631
C 2.493 1.087 0.699
Br 0.972 -0.045 1.174
C 2.099 2.543 0.470
C 1.734 2.812 -1.011
C 3.943 1.435 2.856
C 3.128 2.529 3.489
O 3.229 3.637 3.094
O 2.470 2.240 4.617
C 1.152 1.668 4.425
C 0.229 2.081 5.577
O 0.583 3.308 6.173
H 5.379 4.243 4.581
H 6.485 4.244 5.970
H 7.094 4.582 4.376
H 7.145 2.396 3.706
H 7.429 2.174 5.410
H 4.730 2.211 5.150
H 6.772 -0.309 3.599
H 4.344 -0.679 0.256
H 2.794 0.688 -0.262
H 2.941 3.174 0.725
H 1.234 2.812 1.063
H 0.782 3.321 -1.087
H 1.723 1.896 -1.593
H 2.467 3.483 -1.448
H 1.227 0.586 4.380
H 0.744 2.062 3.500
H 0.147 1.309 6.331
H -0.768 2.182 5.140
H 0.439 3.995 5.515
C -4.701 3.390 -1.725
C -3.679 4.503 -1.913
C -2.599 4.171 -2.950
O -1.603 3.269 -2.496
C -1.958 1.899 -2.570
N -3.103 4.852 -0.607
H -4.304 2.557 -1.144
H -5.575 3.763 -1.193
H -5.039 2.999 -2.686
H -4.216 5.380 -2.285
H -2.065 5.094 -3.193
H -3.044 3.806 -3.884
H -2.587 1.692 -3.440
H -2.469 1.569 -1.662
H -1.035 1.325 -2.661
H -2.498 5.662 -0.714
H -2.470 4.102 -0.342
C -5.733 -2.634 -4.095
C -5.727 -2.027 -2.696
C -6.528 -0.722 -2.581
O -5.878 0.415 -3.115
C -6.010 0.585 -4.515
N -4.338 -1.858 -2.255
H -5.075 -2.096 -4.777
H -5.383 -3.665 -4.058
H -6.738 -2.637 -4.520
H -6.203 -2.749 -2.026
H -6.664 -0.504 -1.518
H -7.530 -0.829 -3.014
H -6.988 0.250 -4.870
H -5.221 0.060 -5.058
H -5.909 1.650 -4.727
H -4.332 -1.556 -1.285
H -3.951 -1.069 -2.765
C 7.564 -7.311 -0.004
C 6.052 -7.114 0.006
C 5.525 -6.293 -1.178
O 5.746 -4.892 -1.071
C 7.026 -4.451 -1.476
N 5.655 -6.541 1.296
H 8.098 -6.412 0.305
H 7.844 -8.102 0.690
H 7.919 -7.595 -0.997
H 5.593 -8.103 -0.071
H 4.440 -6.415 -1.213
H 5.919 -6.667 -2.130
H 7.416 -5.030 -2.316
H 7.740 -4.485 -0.645
H 6.927 -3.410 -1.793
H 4.640 -6.515 1.350
H 5.932 -5.563 1.295
C -7.818 7.482 0.025
C -6.437 6.840 0.117
C -5.793 6.942 1.506
O -5.258 8.215 1.819
C -6.192 9.163 2.303
N -5.578 7.407 -0.928
H -7.761 8.569 -0.013
H -8.323 7.155 -0.884
H -8.441 7.201 0.876
H -6.558 5.774 -0.095
H -4.942 6.256 1.529
H -6.491 6.618 2.290
H -6.965 8.689 2.915
H -6.659 9.717 1.486
H -5.646 9.875 2.922
H -4.696 6.903 -0.923
H -5.327 8.348 -0.638
C -0.546 -8.430 -2.409
C 0.770 -9.198 -2.337
C 1.410 -9.202 -0.941
O 2.056 -7.992 -0.582
C 1.204 -6.982 -0.076
N 1.679 -8.678 -3.363
H -0.390 -7.351 -2.410
H -1.074 -8.678 -3.328
H -1.196 -8.681 -1.569
H 0.552 -10.241 -2.585
H 2.195 -9.962 -0.932
H 0.682 -9.487 -0.171
H 0.384 -7.403 0.511
H 0.800 -6.361 -0.879
H 1.803 -6.340 0.572
H 2.514 -9.257 -3.398
H 2.015 -7.772 -3.048

Force components x, y, z for each atom (eV/Å):
0.33 -0.19 0.01
0.01 -0.27 0.31
-0.01 0.77 -0.95
0.41 -0.30 0.45
-0.43 0.47 0.03
0.07 0.06 0.00
-0.09 -0.01 -0.09
-0.39 0.31 0.12
0.37 -0.58 0.17
0.22 0.29 -0.03
0.03 0.03 0.08
-0.24 -0.04 -0.75
0.24 0.20 0.40
-0.22 -0.62 0.00
0.09 -0.24 0.25
0.14 1.25 -0.63
-0.16 -0.58 0.14
-0.13 0.08 0.38
-0.34 0.45 -0.29
0.06 -0.32 0.02
-0.15 0.12 -0.10
-0.21 0.02 0.20
0.01 0.17 -0.07
-0.10 -0.18 -0.21
0.10 -0.09 0.10
-0.08 -0.27 0.32
0.13 -0.09 0.07
0.13 -0.18 -0.10
0.05 -0.14 -0.13
0.01 0.12 0.29
0.11 0.08 0.48
-0.27 -0.14 -0.17
-0.21 -0.06 -0.16
0.13 -0.04 -0.16
0.00 -0.15 -0.19
0.05 -0.01 -0.26
0.35 0.06 0.34
-0.15 -0.26 -0.04
0.05 0.19 0.11
-0.15 0.04 -0.03
0.02 -0.29 0.13
0.03 0.31 -0.06
-0.05 -0.14 -0.03
0.20 0.02 0.12
0.12 0.16 -0.16
0.05 -0.01 -0.02
0.03 0.03 0.02
0.00 -0.05 0.02
0.05 0.01 -0.09
0.07 -0.03 0.04
-0.06 -0.07 0.05
-0.06 0.01 0.02
-0.11 -0.04 -0.07
0.01 0.03 -0.04
-0.07 0.04 0.03
-0.09 -0.05 0.07
-0.07 -0.11 -0.02
0.13 0.07 -0.23
-0.06 -0.05 0.25
-0.05 -0.01 -0.13
0.15 0.13 0.08
-0.08 0.10 0.14
0.00 0.06 0.02
0.04 0.01 0.02
0.00 0.02 0.00
-0.03 0.05 0.05
0.04 0.05 -0.01
0.04 -0.05 -0.09
0.00 -0.04 -0.01
-0.08 -0.07 -0.07
-0.03 0.01 0.03
0.01 -0.09 0.02
0.03 -0.05 -0.06
0.03 -0.12 -0.03
0.25 0.18 0.05
-0.30 -0.20 0.00
0.12 0.04 -0.06
-0.15 0.22 0.16
-0.18 0.05 -0.12
-0.03 0.04 -0.01
-0.02 0.03 0.04
0.00 0.02 0.00
-0.09 0.03 -0.05
-0.01 0.07 0.03
0.11 0.02 0.03
0.04 -0.06 0.04
0.12 -0.11 -0.10
-0.02 -0.02 -0.05
0.01 -0.13 0.06
0.07 -0.02 0.04
-0.11 -0.09 -0.01
-0.12 0.28 0.00
0.14 -0.25 0.01
-0.11 0.02 0.07
0.16 0.08 -0.05
0.16 -0.10 0.07
0.05 0.01 0.03
0.04 0.02 -0.03
0.01 0.02 0.01
0.07 -0.03 0.05
0.04 0.05 -0.04
-0.08 0.06 -0.03
-0.04 -0.02 -0.03
-0.11 -0.03 0.04
0.02 -0.03 0.01
-0.03 -0.05 0.03
-0.08 0.05 -0.07
-0.12 -0.07 0.00
-0.04 0.30 -0.02
0.10 -0.27 -0.06
-0.06 0.08 0.09
0.18 0.07 -0.06
0.14 -0.11 0.17
0.05 0.01 0.02
0.04 0.01 -0.03
0.01 0.01 0.01
0.05 -0.04 0.05
0.05 0.05 0.00
-0.06 0.07 -0.03
-0.04 -0.01 -0.03
-0.12 -0.02 0.04
0.01 -0.04 0.02
-0.06 -0.05 -0.10
-0.07 0.05 -0.07

---

The following is a quantum chemistry calculation of a cluster of 5 separate species, C33H74F6N4P in total at a distorted geometry, from the Open Molecules 2025 dataset.

Calculated values
charge = +3
spin multiplicity = 1

Positions of all 118 atoms, in Å:
C -2.794 -0.374 5.783
C -2.610 1.109 5.979
C -1.319 1.505 6.740
C 0.053 0.985 6.146
N 1.300 1.847 6.370
C 2.494 1.260 5.539
C 3.230 2.502 4.860
C 2.101 3.617 4.784
C 1.131 3.344 5.962
C 1.472 1.843 7.916
H -3.647 -0.601 5.143
H -3.022 -0.807 6.757
H -1.962 -0.957 5.389
H -3.456 1.509 6.538
H -2.687 1.489 4.960
H -1.335 0.963 7.686
H -1.422 2.554 7.018
H -0.041 1.237 5.090
H 0.172 -0.083 6.329
H 3.145 0.602 6.115
H 1.985 0.704 4.752
H 4.131 2.658 5.453
H 3.546 2.298 3.837
H 2.607 4.582 4.793
H 1.542 3.615 3.848
H 1.361 3.984 6.814
H 0.066 3.479 5.771
H 0.522 2.038 8.413
H 2.366 2.433 8.118
H 1.671 0.800 8.162
C 8.754 -10.573 0.510
C 8.030 -9.781 -0.577
C 6.535 -9.660 -0.191
N 5.662 -8.655 -1.002
C 4.389 -8.292 -0.175
C 5.223 -9.302 -2.335
C 4.721 -8.208 -3.271
C 5.885 -7.283 -3.008
C 6.242 -7.342 -1.500
H 8.468 -11.621 0.418
H 8.735 -10.032 1.456
H 9.805 -10.714 0.259
H 8.275 -10.347 -1.476
H 8.490 -8.806 -0.744
H 6.729 -9.292 0.816
H 6.143 -10.671 -0.302
H 4.534 -7.570 0.629
H 4.182 -9.301 0.183
H 3.699 -7.785 -0.849
H 4.440 -10.005 -2.052
H 6.136 -9.805 -2.650
H 3.754 -7.736 -3.097
H 4.542 -8.487 -4.310
H 5.554 -6.287 -3.304
H 6.831 -7.438 -3.528
H 5.838 -6.426 -1.069
H 7.308 -7.353 -1.275
C 1.905 9.898 -0.363
C 1.294 9.550 -1.726
C 1.310 8.097 -2.049
N 0.985 7.893 -3.508
C -0.463 8.356 -3.650
C 1.932 8.606 -4.473
C 2.047 7.677 -5.708
C 1.349 6.357 -5.361
C 1.194 6.418 -3.884
H 1.617 9.189 0.413
H 1.705 10.901 0.014
H 2.960 9.626 -0.398
H 1.705 10.206 -2.493
H 0.268 9.919 -1.729
H 0.569 7.620 -1.408
H 2.307 7.663 -1.986
H -1.106 8.039 -2.829
H -0.921 7.929 -4.542
H -0.526 9.441 -3.564
H 1.588 9.585 -4.806
H 2.837 8.714 -3.876
H 1.594 8.182 -6.562
H 3.120 7.627 -5.890
H 0.436 6.284 -5.952
H 1.896 5.439 -5.578
H 0.329 5.865 -3.516
H 2.089 6.111 -3.343
C -8.424 -4.047 -0.872
C -7.747 -2.784 -1.330
C -8.697 -1.504 -1.728
N -7.984 -0.467 -2.587
C -7.649 -1.009 -3.975
C -6.768 0.209 -1.865
C -7.311 1.547 -1.227
C -8.855 1.535 -1.402
C -8.907 0.774 -2.710
H -8.527 -4.092 0.213
H -8.094 -5.006 -1.270
H -9.463 -3.956 -1.188
H -6.985 -3.025 -2.071
H -7.071 -2.556 -0.506
H -9.102 -1.003 -0.849
H -9.436 -2.020 -2.342
H -7.138 -0.195 -4.490
H -8.560 -1.303 -4.496
H -6.896 -1.797 -3.963
H -5.911 0.278 -2.534
H -6.477 -0.509 -1.098
H -6.903 2.314 -1.885
H -7.016 1.792 -0.207
H -9.174 2.576 -1.453
H -9.419 0.957 -0.671
H -8.607 1.310 -3.611
H -9.932 0.416 -2.806
P 0.467 -1.568 -0.996
F 0.014 -0.916 -2.391
F -0.422 -0.530 -0.093
F -0.782 -2.581 -1.188
F 0.981 -2.230 0.381
F 1.490 -2.489 -1.856
F 1.784 -0.674 -0.787

Force components x, y, z for each atom (eV/Å):
-0.48 -1.02 0.93
0.75 -0.21 -0.82
0.42 -1.13 0.87
-1.50 2.74 -2.39
0.11 0.11 2.51
-0.58 1.48 -1.03
-1.74 -0.96 0.59
0.68 -0.71 0.58
0.29 -0.42 -0.39
1.03 -1.40 -1.49
-0.01 0.15 -0.01
-0.03 -0.32 0.06
0.26 0.40 -0.16
0.06 0.03 0.01
0.43 0.85 0.08
-0.57 0.14 0.38
0.65 0.15 -0.30
-0.32 -1.14 -0.50
0.58 0.33 0.05
-0.30 0.22 0.23
0.16 -0.22 0.14
-0.24 0.92 -0.01
0.00 -0.42 0.18
-0.37 0.15 0.50
0.24 -0.51 -0.10
0.14 -0.39 0.12
0.22 0.08 -0.40
0.35 0.88 -0.23
-0.51 0.20 0.52
0.28 -0.02 0.08
0.72 0.16 -0.74
0.46 -0.15 -0.96
1.90 0.97 -0.96
-1.13 1.21 0.25
1.19 -1.02 -0.75
-1.58 -1.10 1.16
1.21 -0.49 0.30
0.68 2.08 -0.36
0.53 0.31 -0.57
-0.76 0.07 1.05
-0.32 -0.76 0.32
0.20 0.66 -0.17
-0.68 0.12 -0.45
0.00 0.07 0.34
-1.48 -0.03 0.24
-0.71 0.38 0.45
0.79 -0.37 0.05
-1.23 0.49 0.26
-0.24 -0.72 -0.05
0.25 -0.41 -0.09
-0.30 -0.01 -0.53
0.06 -0.13 1.06
0.88 -0.50 -0.03
0.41 0.30 0.31
-0.42 -0.60 -0.58
-0.33 -0.62 0.83
-0.12 0.11 -0.39
0.55 -1.36 0.08
-0.71 2.03 0.75
0.96 0.31 -0.80
-1.76 -0.07 0.13
-0.17 -0.33 -0.27
-0.37 -0.45 0.10
0.77 0.79 0.28
0.44 0.00 -0.72
-1.28 0.46 0.97
-0.79 0.02 0.06
0.22 -0.08 -0.38
0.38 0.84 -0.13
0.64 -0.33 -0.10
-0.29 -0.27 0.29
0.24 -0.56 -0.32
0.00 -0.02 0.67
0.52 -0.58 0.25
0.32 0.43 -0.24
0.30 -0.13 -0.75
-0.23 -0.04 0.61
0.22 0.00 -0.44
0.04 -0.23 -0.01
-0.10 -0.48 -0.34
-0.26 -0.01 0.46
0.28 0.24 -0.29
0.14 -0.07 0.19
-0.01 -0.05 -0.15
-2.25 0.11 0.01
1.44 1.47 0.49
2.08 -2.53 0.02
-0.06 1.20 0.08
0.53 0.82 0.52
-0.70 -1.00 1.47
0.14 -0.44 -0.67
2.02 -0.35 -0.74
-1.66 -0.87 -0.34
0.38 -0.14 -0.02
0.45 0.35 0.02
-0.34 -0.41 -0.15
-0.50 0.27 -0.76
-0.11 0.79 0.18
-0.02 -0.28 -0.21
-0.44 0.77 -0.05
-0.37 0.11 -0.16
0.10 0.01 0.19
-0.42 -0.22 0.50
-0.38 0.33 -0.20
0.07 0.09 -0.01
-0.20 0.37 0.23
0.34 -0.53 -0.10
-0.46 -0.32 -0.15
0.22 0.46 0.30
0.09 0.11 0.24
0.08 -0.24 -0.69
1.32 -0.39 0.08
-0.01 1.32 0.18
-0.17 -0.08 -0.79
0.40 -0.20 0.85
-1.08 -1.66 0.63
-0.61 -1.55 -0.23
0.10 2.65 -0.60

---

In order of appearance, E = -121180.612; -202305.812; -66954.925 eV.